Entry 1:
{
  "formula": "C5H4HgO7",
  "method": "ωB97M-V/def2-TZVPD",
  "symbols": ["O", "C", "O", "O", "O", "C", "Hg", "O", "C", "C", "O", "C", "H", "H", "H", "H", "O"],
  "xyz": [[0.4642, -0.2704, -0.0929], [0.2312, 0.9279, -0.4388], [0.4350, 1.4165, -1.5568], [-0.7418, 1.1961, 1.7563], [-0.9513, 2.9213, 0.3550], [-0.5717, 1.7827, 0.6478], [0.0746, -0.8021, 1.9747], [2.2370, -1.4646, 3.0367], [2.5921, -2.8526, 3.1721], [4.0691, -2.8475, 2.7824], [4.4309, -1.4632, 2.9104], [3.3479, -0.7003, 2.9514], [2.4220, -3.1487, 4.2139], [1.9580, -3.4383, 2.5021], [4.2363, -3.1525, 1.7429], [4.6971, -3.4382, 3.4552], [3.3312, 0.4933, 3.0402]],
  "forces_ev_per_a": [[1.005, -1.088, -0.703], [-1.136, 1.522, -1.196], [0.159, -0.507, 1.081], [-0.702, 0.410, 1.363], [0.182, -0.992, 0.359], [0.557, 1.284, -1.513], [-0.978, -0.518, 0.233], [0.434, -0.657, 0.185], [-0.104, 0.187, -0.019], [0.034, 0.040, -0.121], [0.987, -0.674, -0.254], [-0.588, 1.574, 1.060], [0.035, 0.047, -0.228], [0.087, 0.114, 0.137], [-0.048, 0.036, 0.219], [-0.096, 0.154, -0.155], [0.173, -0.933, -0.449]],
  "lumo_ev": [2.45, 1.94],
  "gap_ev": [6.6, 6.3],
  "multiplicity": 2,
  "s_squared": 0.75,
  "total_charge": -1,
  "homo_energy_ev": [-4.13, -4.40]
}


Entry 2:
{
  "formula": "C2H6Br2N",
  "method": "ωB97M-V/def2-TZVPD",
  "symbols": ["C", "C", "N", "Br", "Br", "H", "H", "H", "H", "H", "H"],
  "xyz": [[1.1620, 0.1235, 0.5930], [-0.7374, 0.0430, -1.0077], [-0.3352, -0.0593, 0.4788], [1.8002, -0.2478, 2.4799], [-2.3591, -1.0475, -1.2714], [1.6737, -0.4459, -0.2184], [1.2514, 1.2245, 0.2294], [0.1147, -0.2695, -1.6622], [-0.9701, 1.0554, -1.3649], [-1.0088, 0.6255, 0.9463], [-0.5913, -1.0019, 0.7972]],
  "forces_ev_per_a": [[0.098, 2.599, -0.008], [-0.056, -0.639, -0.936], [-1.098, 0.136, -1.210], [-0.725, 0.456, -2.232], [1.054, 0.577, 0.114], [-0.489, -0.220, 1.199], [0.524, -1.666, 1.344], [-0.868, -0.352, 0.793], [-0.028, -0.126, 0.923], [1.687, -0.922, 0.000], [-0.099, 0.158, 0.011]],
  "lumo_ev": -4.33,
  "gap_ev": 10.8,
  "smiles": "BrC[NH2+]CBr",
  "total_charge": 1,
  "homo_energy_ev": -15.14
}


Entry 3:
{
  "formula": "C44H58AlN8S2",
  "method": "ωB97M-V/def2-TZVPD",
  "symbols": ["Al", "C", "C", "N", "N", "C", "S", "N", "N", "H", "H", "H", "H", "H", "H", "C", "C", "C", "C", "C", "C", "C", "C", "C", "C", "C", "C", "N", "C", "C", "N", "C", "C", "C", "C", "C", "C", "C", "C", "C", "C", "C", "C", "C", "C", "C", "C", "C", "C", "C", "C", "C", "C", "H", "H", "H", "H", "H", "H", "H", "H", "H", "H", "H", "H", "H", "H", "H", "H", "H", "H", "H", "H", "H", "H", "H", "H", "H", "H", "H", "H", "H", "H", "H", "H", "H", "H", "H", "H", "H", "H", "H", "H", "C", "N", "C", "C", "S", "N", "C", "C", "H", "H", "H", "H", "H", "H", "H", "H", "H", "H", "H", "H"],
  "xyz": [[-0.1373, 0.0622, 0.0558], [-4.8155, 2.4756, -0.3362], [-3.7174, 2.3091, -1.3187], [-3.6784, 2.7761, -2.5162], [-2.4707, 2.3512, -3.0180], [-1.7550, 1.6194, -2.1630], [-0.2727, 0.8774, -2.3514], [-2.5484, 1.6037, -1.0599], [-2.1694, 0.9010, 0.0726], [-5.7359, 2.7018, -0.8688], [-4.6075, 3.3026, 0.3465], [-4.9586, 1.5653, 0.2469], [-2.2295, 2.5461, -3.9746], [-2.3277, 1.4389, 0.9163], [-2.6639, 0.0142, 0.1294], [2.7200, -2.5454, 3.2303], [2.6380, -1.0866, 2.7448], [2.6036, -1.0828, 1.2172], [1.5447, -0.3376, 3.5193], [1.9128, 0.0184, 4.8200], [1.0468, 0.6567, 5.6873], [-0.2339, 0.9701, 5.2553], [-0.6490, 0.6283, 3.9749], [-2.0645, 0.9626, 3.5440], [-2.1251, 2.4281, 3.0814], [-3.1111, 0.6998, 4.6288], [0.2410, -0.0255, 3.0954], [-0.2537, -0.4471, 1.8259], [-0.5924, -1.8157, 1.7894], [-0.7638, -2.4095, 0.5751], [-0.6232, -1.6093, -0.5633], [-0.7947, -2.2414, -1.8323], [0.3356, -2.6100, -2.5768], [0.1579, -3.1721, -3.8378], [-1.1062, -3.3971, -4.3519], [-2.2180, -3.0637, -3.5947], [-2.0865, -2.4870, -2.3359], [-3.3589, -2.1266, -1.5867], [-4.1725, -1.0878, -2.3747], [-4.2466, -3.3392, -1.2840], [1.7428, -2.4818, -2.0179], [2.5911, -1.4653, -2.7922], [2.4437, -3.8465, -1.9937], [-1.0075, -3.8516, 0.7679], [-1.1609, -4.9543, -0.0315], [-1.4155, -6.2144, 0.5824], [-1.4927, -6.3706, 1.9409], [-1.2866, -5.2511, 2.7959], [-1.2756, -5.2470, 4.2188], [-1.0336, -4.0791, 4.8922], [-0.7871, -2.8443, 4.2275], [-0.7962, -2.8170, 2.8559], [-1.0531, -4.0360, 2.1739], [3.6081, -3.0300, 2.8161], [1.8398, -3.1039, 2.9066], [2.7722, -2.6019, 4.3194], [3.5734, -0.6001, 3.0322], [1.8268, -1.7558, 0.8435], [3.5623, -1.4433, 0.8377], [2.4532, -0.0789, 0.8132], [2.9166, -0.2257, 5.1587], [1.3602, 0.9036, 6.6948], [-0.9243, 1.4602, 5.9353], [-2.2974, 0.3010, 2.7106], [-1.8786, 3.0860, 3.9187], [-3.1321, 2.7041, 2.7429], [-1.3976, 2.6292, 2.2838], [-3.0293, 1.4120, 5.4544], [-3.0092, -0.3098, 5.0329], [-4.1155, 0.7987, 4.2098], [1.0267, -3.4570, -4.4238], [-1.2281, -3.8442, -5.3311], [-3.2092, -3.2659, -3.9884], [-3.0810, -1.7105, -0.6178], [-4.6482, -1.5545, -3.2401], [-3.5387, -0.2839, -2.7536], [-4.9699, -0.6611, -1.7569], [-4.5157, -3.8685, -2.2010], [-5.1704, -3.0131, -0.7991], [-3.7426, -4.0392, -0.6209], [1.6621, -2.1400, -0.9920], [2.5727, -1.6764, -3.8646], [3.6310, -1.5101, -2.4575], [2.2382, -0.4425, -2.6443], [2.6841, -4.1833, -3.0054], [1.8117, -4.6033, -1.5239], [3.3789, -3.7821, -1.4324], [-1.0996, -4.8913, -1.1127], [-1.5630, -7.0756, -0.0597], [-1.7072, -7.3452, 2.3674], [-1.4461, -6.1693, 4.7641], [-1.0111, -4.0901, 5.9765], [-0.5815, -1.9609, 4.8221], [0.2290, 4.9047, -1.0972], [0.9059, 4.9517, 0.2022], [1.7573, 6.1358, 0.3736], [1.1307, 3.8341, 0.9274], [1.0113, 2.3183, 0.1170], [1.4498, 3.9881, 2.2132], [2.1424, 2.9627, 2.9864], [1.0451, 5.1573, 2.9902], [-0.1032, 5.9157, -1.3358], [-0.6336, 4.2466, -1.0519], [0.8923, 4.5466, -1.8874], [2.2991, 6.3124, -0.5569], [2.4860, 5.9801, 1.1618], [1.1616, 7.0212, 0.5994], [2.5458, 2.2069, 2.3248], [1.4675, 2.4907, 3.6962], [2.9608, 3.4335, 3.5361], [0.2929, 5.7295, 2.4553], [1.8917, 5.8030, 3.2299], [0.6164, 4.8041, 3.9293]],
  "forces_ev_per_a": [[-0.873, 0.273, -0.182], [0.010, 0.064, 0.004], [0.042, -0.206, 0.219], [0.193, -0.059, -0.230], [-0.151, 0.147, -0.225], [0.007, 0.107, 0.016], [0.129, -0.140, -0.059], [-0.069, 0.080, 0.268], [0.301, -0.127, 0.012], [0.024, -0.007, -0.014], [0.031, -0.066, 0.008], [-0.011, 0.003, -0.010], [0.012, 0.032, -0.039], [0.048, 0.183, 0.132], [-0.187, -0.163, -0.016], [0.018, 0.081, 0.003], [-0.226, -0.224, -0.016], [-0.102, 0.039, 0.094], [0.079, 0.015, -0.020], [0.091, 0.003, 0.018], [-0.048, 0.030, -0.019], [0.026, 0.008, 0.061], [0.064, 0.018, -0.082], [0.044, 0.121, 0.070], [-0.074, -0.105, -0.016], [0.026, 0.015, -0.002], [0.090, 0.189, 0.041], [0.053, -0.420, -0.080], [-0.091, 0.041, 0.224], [0.082, -0.141, -0.178], [0.017, -0.188, 0.461], [0.043, 0.127, -0.119], [0.041, -0.066, 0.057], [0.049, -0.027, -0.063], [-0.033, 0.010, 0.013], [0.025, -0.069, 0.003], [0.029, 0.016, 0.015], [-0.114, 0.000, -0.086], [0.038, -0.005, 0.081], [0.068, 0.026, -0.018], [0.050, -0.074, -0.235], [-0.014, -0.093, 0.054], [-0.058, 0.035, 0.005], [-0.073, -0.088, -0.076], [-0.019, 0.074, -0.027], [-0.012, 0.007, -0.071], [-0.006, -0.043, 0.045], [0.010, 0.071, -0.043], [-0.008, -0.052, -0.015], [0.016, 0.030, 0.056], [0.014, 0.053, -0.046], [0.004, -0.016, 0.126], [0.036, 0.090, -0.046], [-0.054, 0.021, 0.017], [0.031, 0.000, 0.009], [0.011, -0.011, -0.053], [0.020, 0.063, 0.070], [0.068, 0.055, 0.122], [-0.029, -0.025, -0.008], [0.075, 0.056, -0.029], [-0.079, 0.011, -0.037], [0.006, -0.003, -0.053], [0.078, -0.047, -0.067], [-0.033, -0.047, -0.092], [0.007, 0.011, -0.051], [0.066, -0.021, -0.007], [-0.001, 0.021, 0.054], [-0.018, -0.067, -0.050], [-0.013, 0.064, -0.025], [0.026, 0.007, 0.042], [-0.055, 0.029, 0.060], [0.012, 0.021, 0.036], [0.061, 0.032, 0.014], [0.120, 0.069, 0.084], [0.024, 0.041, 0.028], [-0.012, 0.026, -0.011], [0.019, -0.025, -0.038], [-0.002, 0.037, 0.038], [0.023, -0.034, -0.022], [0.032, -0.052, 0.019], [-0.033, -0.023, -0.016], [0.019, 0.025, 0.054], [-0.053, 0.028, -0.018], [-0.024, 0.032, -0.042], [-0.010, -0.013, 0.051], [0.041, 0.023, 0.000], [-0.026, -0.003, -0.035], [-0.044, -0.007, 0.049], [0.027, 0.045, 0.043], [0.050, 0.066, -0.026], [0.005, 0.062, -0.032], [-0.022, 0.011, -0.067], [0.007, -0.046, -0.028], [0.084, 0.008, 0.143], [0.068, -0.005, -0.240], [-0.058, 0.006, -0.071], [-0.283, -0.058, 0.296], [0.309, 0.334, -0.334], [0.065, -0.020, 0.075], [-0.010, 0.027, 0.020], [-0.001, -0.056, 0.104], [0.017, -0.045, 0.042], [-0.022, -0.016, 0.044], [0.033, 0.009, 0.037], [-0.021, -0.021, -0.020], [-0.014, -0.022, -0.055], [0.008, -0.019, 0.027], [0.012, -0.065, -0.082], [-0.099, -0.039, 0.051], [-0.046, 0.013, -0.038], [0.003, -0.022, -0.009], [-0.013, -0.011, -0.009], [0.006, -0.039, -0.020]],
  "lumo_ev": -2.09,
  "gap_ev": 6.4,
  "total_charge": 1,
  "homo_energy_ev": -8.53
}


Entry 4:
{
  "formula": "C6H6O3",
  "method": "ωB97M-V/def2-TZVPD",
  "symbols": ["C", "C", "C", "C", "C", "C", "O", "O", "O", "H", "H", "H", "H", "H", "H"],
  "xyz": [[-0.9133, -0.6770, -1.1442], [0.4806, -0.7789, -0.8182], [-1.7772, -0.6643, -0.0022], [-0.7368, -1.1296, 1.0760], [0.9920, 0.2333, 0.0035], [0.3241, 1.5062, 0.2871], [-2.9293, -0.3521, 0.1985], [-0.3960, -2.0794, 1.6931], [2.2733, 0.1071, 0.3421], [-1.3079, -0.9928, -2.1311], [1.0762, -1.6916, -1.0675], [-0.1190, 1.8030, -0.5998], [0.9528, 2.3229, 0.5529], [-0.5400, 1.3878, 0.8950], [2.6206, 1.0054, 0.7149]],
  "forces_ev_per_a": [[-0.583, -1.121, 0.393], [0.128, 0.561, 0.801], [-0.120, 1.222, -1.852], [1.178, -3.416, 1.201], [0.248, -2.005, -1.359], [-0.329, -0.173, 0.178], [0.264, -0.433, 0.580], [-1.069, 2.811, -1.195], [1.706, 2.393, 1.517], [0.175, 0.196, 0.879], [-0.173, 1.178, -0.018], [-0.912, 0.690, -2.120], [0.712, 0.377, 0.748], [-0.291, 0.251, 1.083], [-0.934, -2.531, -0.835]],
  "lumo_ev": [-0.26, -0.27],
  "gap_ev": [7.7, 7.7],
  "homo_energy_ev": [-7.95, -7.95]
}


E per entry: -873.0817; -5282.2836; -3188.2411; -457.8229 Eh